[1]
Below is 5 unconnected molecules or ions with the total composition C10H28ClO8S2 at a distorted geometry, with properties calculated with wB97M-V/def2-TZVPD.

## Properties
Total charge: -1
Kohn-Sham gap, Eh: 0.216
Strongest force on any atom, eV/A: 2.80
Energy relative to the best compared isomer or geometry (same formula, charge and spin), kJ/mol: 0.0

Each line ends with the natural charge from an NBO analysis.
Cartesian coordinates (Å):
Cl 2.51 3.49 0.65  -0.9998
C -2.10 0.23 6.84  -0.6157
C -0.89 0.21 5.86  -0.0608
O -0.39 1.49 5.72  -0.7247
H -1.83 0.63 7.82  0.2023
H -2.52 -0.76 7.00  0.1965
H -2.90 0.84 6.40  0.2009
H -1.39 -0.23 4.99  0.1602
H -0.18 -0.45 6.36  0.1505
H 0.00 1.65 4.86  0.4908
C 9.35 -0.86 -2.35  -0.6275
C 8.00 -0.52 -1.66  -0.0481
O 7.55 0.77 -1.90  -0.7291
H 9.15 -0.84 -3.42  0.2043
H 9.70 -1.87 -2.13  0.2073
H 10.09 -0.09 -2.13  0.2079
H 8.02 -0.81 -0.61  0.1506
H 7.25 -1.16 -2.12  0.1442
H 6.86 1.04 -1.29  0.4904
O -0.12 -6.30 -0.11  -0.9227
S -0.34 -4.93 -0.62  2.2768
O -0.03 -4.62 -2.02  -0.8990
O -1.97 -4.55 -0.48  -0.7091
C -2.90 -5.61 -0.11  -0.0797
C -3.45 -5.46 1.30  -0.6415
C 0.45 -3.70 0.47  -0.8422
H -2.53 -6.61 -0.37  0.2105
H -3.72 -5.56 -0.82  0.1892
H -4.01 -4.55 1.49  0.2148
H -2.70 -5.43 2.09  0.2131
H -4.17 -6.23 1.56  0.2180
H 0.25 -2.68 0.16  0.2679
H 1.52 -3.91 0.48  0.2598
H 0.01 -3.81 1.46  0.2440
O -4.88 3.00 -3.99  -0.9187
S -3.58 3.38 -3.53  2.3180
O -2.50 3.08 -4.44  -0.9134
O -3.63 5.05 -3.28  -0.7002
C -2.41 5.61 -2.86  -0.1003
C -2.24 7.05 -3.40  -0.6192
C -3.26 2.85 -1.80  -0.8540
H -1.49 5.09 -3.12  0.2093
H -2.36 5.69 -1.77  0.1722
H -1.21 7.37 -3.23  0.2237
H -3.00 7.73 -3.04  0.2065
H -2.32 7.02 -4.49  0.2102
H -4.02 3.22 -1.12  0.2478
H -2.31 3.27 -1.47  0.2665
H -3.35 1.76 -1.84  0.2516



[2]
Below is a molecular structure, C10H28CoO8 at a distorted geometry, with properties calculated with wB97M-V/def2-TZVPD.

## Properties
Multiplicity: 4
Total charge: 0
Kohn-Sham gap (alpha / beta), Eh: 0.218 / 0.217
Strongest force on any atom, eV/A: 3.66

Each line ends with the Mulliken spin population.
Cartesian coordinates (Å):
Co -17.51 -22.63 -5.07  2.5735
C -16.67 -21.43 -7.13  -0.0129
O -15.98 -22.24 -6.38  0.2007
O -17.92 -21.46 -6.76  0.2171
O -16.17 -20.71 -8.00  0.0192
C -15.44 -17.36 -11.35  -0.0001
C -15.59 -17.77 -9.90  -0.0006
O -14.77 -18.91 -9.63  0.0001
H -14.40 -17.41 -11.66  0.0000
H -15.87 -16.40 -11.65  0.0000
H -15.91 -18.09 -12.03  0.0000
H -16.61 -18.06 -9.66  0.0002
H -15.24 -16.96 -9.26  0.0000
H -15.27 -19.50 -9.04  0.0015
C -20.10 -18.48 -7.42  0.0013
C -20.30 -18.81 -5.95  0.0007
O -19.88 -20.09 -5.54  0.0027
H -20.23 -17.40 -7.48  0.0001
H -20.82 -19.03 -8.01  -0.0001
H -19.11 -18.81 -7.74  -0.0007
H -21.35 -18.64 -5.68  -0.0002
H -19.74 -18.08 -5.34  -0.0001
H -19.03 -20.30 -5.95  -0.0044
C -14.93 -17.17 -5.36  0.0000
C -15.81 -18.42 -5.32  0.0007
O -16.82 -18.31 -6.36  0.0003
H -14.65 -16.93 -6.39  0.0000
H -13.95 -17.46 -4.97  0.0000
H -15.30 -16.31 -4.82  0.0000
H -16.37 -18.57 -4.39  -0.0002
H -15.21 -19.29 -5.59  -0.0004
H -16.60 -18.94 -7.05  -0.0022
C -11.45 -19.89 -5.92  -0.0001
C -12.67 -20.54 -6.55  -0.0022
O -13.36 -21.29 -5.56  0.0014
H -10.97 -19.20 -6.62  -0.0001
H -10.81 -20.69 -5.54  0.0000
H -11.61 -19.29 -5.01  -0.0001
H -12.32 -21.14 -7.40  0.0009
H -13.31 -19.77 -6.99  0.0009
H -14.16 -21.64 -5.99  0.0053
C -13.85 -22.81 -9.73  -0.0004
O -14.78 -23.47 -8.88  0.0007
H -13.96 -23.26 -10.72  0.0002
H -14.04 -21.75 -9.88  0.0001
H -12.82 -22.95 -9.41  0.0000
H -15.28 -22.78 -8.42  -0.0029



[3]
Below is a molecular structure, C10H28CrO8 at a distorted geometry, with properties calculated with wB97M-V/def2-TZVPD.

## Properties
Multiplicity: 5
Total charge: 0
Kohn-Sham gap (alpha / beta), Eh: 0.244 / 0.262
Strongest force on any atom, eV/A: 3.45
Energy relative to the best compared isomer or geometry (same formula, charge and spin), kJ/mol: 295.1

Each line ends with the Mulliken spin population.
Cartesian coordinates (Å):
Cr -0.05 0.40 0.34  3.9141
C 0.70 2.73 -3.58  -0.0021
C 0.96 2.70 -2.06  0.0086
O 0.98 1.47 -1.37  0.0141
H 1.51 3.24 -4.10  -0.0003
H -0.15 3.40 -3.46  0.0013
H 0.54 1.75 -4.04  -0.0002
H 0.10 3.26 -1.69  0.0001
H 1.88 3.25 -1.89  0.0027
C -4.14 1.49 1.51  0.0000
C -3.20 0.55 0.77  0.0066
O -2.03 1.01 0.16  -0.0071
H -4.97 0.92 1.91  -0.0004
H -4.64 2.07 0.73  -0.0005
H -3.66 2.28 2.09  0.0005
H -3.91 0.10 0.08  0.0012
H -3.03 -0.31 1.42  -0.0029
C 2.95 -1.63 0.67  0.0006
C 4.35 -1.05 0.26  0.0005
O 4.26 0.44 0.10  -0.0001
O 1.91 -0.59 0.48  -0.0173
H 3.12 -1.97 1.70  0.0009
H 2.64 -2.56 0.18  -0.0001
H 4.53 -1.49 -0.71  0.0000
H 5.18 -1.37 0.89  -0.0001
H 4.25 0.52 -0.86  -0.0001
H 2.46 0.16 0.24  -0.0063
C -0.66 -2.88 -1.12  0.0129
C -2.03 -3.07 -2.06  -0.0007
O -1.66 -3.08 -3.44  -0.0004
O -0.36 -1.45 -1.27  0.0003
H 0.08 -3.64 -1.37  0.0008
H -0.75 -3.13 -0.06  0.0012
H -2.67 -2.22 -1.86  0.0004
H -2.55 -3.98 -1.77  0.0005
H -1.55 -2.14 -3.59  0.0001
H -0.43 -1.20 -2.20  0.0033
C -0.05 1.38 3.03  -0.0009
C 0.05 -0.14 3.19  0.0003
O -0.46 -0.93 2.04  0.0166
O 0.64 1.73 1.84  0.0382
H 0.55 1.81 3.83  0.0079
H -1.00 1.88 3.20  -0.0078
H -0.51 -0.38 4.09  0.0006
H 1.08 -0.40 3.41  -0.0030
H -1.12 -1.57 2.33  0.0081
H 0.85 2.65 2.01  0.0078